Record 1
Below is a cluster of 6 separate species, C18H30O21S3 in total in a non-equilibrium geometry, with properties calculated with ωB97M-V with the def2-TZVPD basis set.

```
72
Properties=species:S:1:pos:R:3:forces:R:3
C 1.95489 -3.40599 -0.43503 0.1 -1.0 -0.2
C 2.98169 -2.41713 0.05355 -0.6 -0.1 0.0
C 4.08789 -3.00853 0.92806 0.1 0.4 0.0
O 5.29027 -2.47792 0.36270 0.0 -0.1 0.1
C 5.02647 -1.87082 -0.81612 -0.4 -0.6 -0.3
O 5.84637 -1.46037 -1.56243 0.2 0.3 0.0
O 3.69212 -1.89605 -1.07433 0.2 0.3 0.3
H 1.44886 -3.91336 0.39007 -0.1 0.3 0.1
H 2.43672 -4.21592 -0.99411 0.1 0.2 0.0
H 1.20888 -2.97384 -1.09848 0.0 0.3 0.1
H 2.45294 -1.61410 0.57298 0.2 0.2 -0.1
H 4.09136 -4.09818 0.88907 0.2 0.0 0.0
H 4.05091 -2.65526 1.95521 -0.2 -0.2 0.1
C -1.68444 -1.85681 -3.42454 -0.3 -1.2 0.4
C -2.89792 -0.96560 -3.47413 -0.2 -0.7 0.6
C -4.02073 -1.25978 -2.46405 -0.2 0.0 0.6
O -4.39219 0.04670 -1.97599 0.1 -0.1 -0.1
C -3.40435 0.90201 -2.24690 0.3 0.3 -0.8
O -3.28160 2.01073 -1.83822 -0.1 0.2 0.4
O -2.52855 0.38055 -3.15269 -0.2 -0.2 0.0
H -1.99463 -2.91179 -3.44959 -0.3 0.2 -0.7
H -1.17162 -1.90375 -2.46420 0.2 1.0 -0.1
H -1.04868 -1.66248 -4.28362 0.3 0.0 0.2
H -3.34778 -1.06225 -4.46526 0.2 0.6 -0.2
H -3.76227 -1.83612 -1.57506 0.5 -0.1 -0.2
H -4.89159 -1.73676 -2.90757 0.0 0.2 -0.2
C 1.17674 6.70180 2.86679 1.4 0.1 0.5
C 0.02970 6.07464 3.58150 -0.8 0.1 0.4
C -1.32020 6.72347 3.27628 0.0 0.9 -0.1
O -2.23263 5.63810 3.25216 -0.2 -0.1 -0.5
C -1.54379 4.51253 2.97809 0.4 -0.2 0.7
O -2.00263 3.45758 2.68672 -0.2 0.1 -0.2
O -0.21951 4.71642 3.18436 0.2 0.0 -0.5
H 0.98910 7.01223 1.84272 -0.2 0.0 0.0
H 2.06924 6.06833 2.88398 -0.3 -0.3 -0.2
H 1.54592 7.53964 3.46856 -0.4 0.3 -0.3
H 0.19766 6.06978 4.66086 0.1 -0.1 0.0
H -1.28666 7.26643 2.32339 -0.1 -0.5 -0.2
H -1.68526 7.47910 3.97027 0.2 -0.3 0.4
O -1.73564 -1.80353 -0.04286 -0.5 -0.1 0.1
S -0.83037 -1.00982 0.70873 0.1 1.2 -1.2
O -0.20743 -1.59326 1.83697 0.5 -0.2 0.6
O 0.22091 -0.42801 -0.32411 0.6 -0.6 0.2
C 0.31986 1.01822 -0.35290 -0.8 -0.6 0.0
C -0.55360 1.48196 0.81799 0.8 -0.1 -0.1
O -1.44751 0.39641 1.06779 -0.8 -0.5 0.2
H 1.37325 1.25214 -0.25357 0.0 0.3 -0.1
H -0.12515 1.30618 -1.30158 0.3 0.2 -0.1
H -1.16224 2.33958 0.56473 0.0 0.1 0.2
H 0.07883 1.64169 1.69026 -0.3 0.2 0.2
O -3.12641 -6.64454 4.87693 -0.1 0.0 0.2
S -2.67499 -6.47615 3.54454 0.5 0.4 0.4
O -3.29211 -7.13962 2.47451 -0.6 -0.5 -0.7
O -2.57113 -4.91277 3.23031 0.1 -0.2 0.5
C -1.18424 -4.53045 3.19707 0.3 -0.6 -0.9
C -0.41062 -5.62818 3.90174 -0.4 0.7 1.2
O -1.10803 -6.79882 3.46077 0.4 -0.1 -0.3
H -0.88679 -4.67784 2.15363 0.0 0.8 -0.1
H -1.04933 -3.51311 3.54089 -0.1 0.0 0.1
H -0.45963 -5.62828 4.99500 -0.1 0.3 0.0
H 0.63970 -5.54457 3.63417 0.0 -0.8 -0.4
O 2.65641 3.00517 -1.97187 -0.3 0.4 0.7
S 2.75280 2.18300 -3.11660 -0.5 0.3 -0.1
O 3.81110 1.27052 -3.21780 0.7 -0.8 -0.3
O 1.38282 1.39891 -3.37568 0.0 -0.1 0.4
C 0.55676 2.13683 -4.26989 -1.3 -0.4 -0.6
C 1.55831 2.70549 -5.22887 0.7 -0.4 -0.5
O 2.64711 3.12655 -4.38242 -0.1 0.4 -0.3
H -0.11854 1.43892 -4.77025 0.3 -0.2 0.1
H -0.12530 2.82661 -3.76773 0.5 0.3 0.3
H 1.26083 3.50912 -5.89300 -0.1 0.3 0.4
H 1.94963 1.89444 -5.85196 -0.1 0.0 0.0
```
Forces are in eV/Å.

Properties
molar mass: 678.62 g mol⁻¹
E_HOMO: -10.846 eV
SMILES: C[C@H]1COC(=O)O1.C[C@H]1COC(=O)O1.C[C@H]1COC(=O)O1.O=S1(=O)OCCO1.O=S1(=O)OCCO1.O=S1(=O)OCCO1

Results of the Mulliken charge analysis, in e, for atoms 1 through 5: number 1, C, carries -1.3266; number 2, C, carries 1.1727; number 3, C, carries -0.3690; number 4, O, carries -0.3608; number 5, C, carries 0.5979

---

Record 2
Below is a cluster of 4 separate species, C18H30O7 in total, with properties calculated with ωB97M-V with the def2-TZVPD basis set.

```
55
Properties=species:S:1:pos:R:3:forces:R:3
O 0.22203 -0.04780 -2.00202 -0.2 0.3 -0.1
C -0.55501 0.83857 -1.82356 0.1 -0.4 0.0
C -1.95650 0.99374 -2.27727 -0.2 0.4 0.1
C -2.49077 2.05220 -1.65374 0.0 -0.6 -0.6
C -3.88093 2.58823 -1.72796 0.0 0.0 0.2
C -4.89593 1.60218 -1.10628 0.2 0.0 -0.1
O -6.02988 2.23909 -0.56191 0.0 0.1 -0.2
C -1.42901 2.60619 -0.76941 0.1 0.1 0.2
O -1.50788 3.44598 0.06523 0.0 0.2 -0.1
O -0.25363 1.92166 -1.02020 -0.1 0.0 0.3
H -2.42127 0.32290 -2.98670 0.1 0.0 0.1
H -4.11338 2.76768 -2.78147 -0.1 0.1 0.1
H -3.95302 3.53475 -1.18746 0.1 -0.1 0.0
H -5.17896 0.85897 -1.85958 0.0 -0.1 0.1
H -4.41723 1.07058 -0.28179 -0.1 0.1 0.0
H -6.49097 2.72121 -1.25873 0.0 -0.1 0.1
C 1.80092 -4.48491 -2.36746 0.0 0.0 0.0
C 1.04405 -3.18172 -2.11708 0.1 0.0 0.0
C -0.34801 -3.69840 -1.78225 0.0 0.0 0.0
O -0.16571 -4.96695 -1.15246 0.0 0.0 0.0
C 1.18472 -5.40180 -1.31815 0.0 0.0 0.0
H 2.88067 -4.39157 -2.26223 0.0 0.0 0.0
H 1.58660 -4.85997 -3.37071 0.0 0.0 0.0
H 1.46877 -2.65607 -1.25983 0.0 0.0 0.0
H 1.04530 -2.49773 -2.96228 0.0 0.0 0.0
H -0.94894 -3.83575 -2.68880 0.0 0.0 0.0
H -0.89447 -3.04277 -1.10232 0.0 0.0 0.0
H 1.70699 -5.31353 -0.35916 0.0 0.0 0.0
H 1.18155 -6.45165 -1.61325 0.0 0.0 0.0
C 2.53818 2.18120 1.08884 0.0 -0.1 0.1
C 3.73460 2.70070 1.88397 0.0 0.1 -0.1
C 4.84014 2.65612 0.83353 0.0 -0.1 0.0
O 4.20746 2.88531 -0.42776 0.0 0.0 0.1
C 2.78964 2.78928 -0.27811 0.0 0.1 -0.2
H 1.57122 2.47092 1.49797 0.0 0.0 0.0
H 2.56852 1.09057 1.02226 0.0 0.0 0.0
H 3.55588 3.73069 2.19996 0.0 0.0 0.0
H 3.96794 2.10860 2.76776 0.0 0.0 0.0
H 5.32564 1.67419 0.81288 0.0 0.0 0.0
H 5.60724 3.41601 0.98672 0.0 0.0 0.0
H 2.35927 3.79473 -0.35096 0.0 0.0 0.0
H 2.38370 2.18078 -1.08461 0.1 0.0 -0.1
C 0.37169 -0.39404 3.22670 0.0 0.0 0.0
C -0.51048 0.14772 2.10471 0.0 0.1 -0.1
C -1.45023 -1.02626 1.86011 0.1 0.0 0.0
O -1.60703 -1.67983 3.11865 0.0 0.0 0.0
C -0.63672 -1.19079 4.04552 0.0 0.0 0.0
H 0.86691 0.38211 3.80847 0.0 0.0 0.0
H 1.13783 -1.05645 2.81758 0.0 0.0 0.0
H -1.07169 1.01833 2.45239 0.0 0.0 0.0
H 0.04509 0.43522 1.21226 0.0 0.0 0.0
H -1.02170 -1.73528 1.14200 0.0 0.0 0.0
H -2.43371 -0.72020 1.49808 0.0 0.0 0.0
H -1.13813 -0.55456 4.78291 0.0 0.0 0.0
H -0.19134 -2.03842 4.56701 0.0 0.0 0.0
```
Forces are in eV/Å.

Properties
energy relative to the best compared isomer or geometry (same formula, charge and spin): 0.0 kcal/mol
molar mass: 358.43 g mol⁻¹
E_HOMO: -9.302 eV
SMILES: O=C1C=C(CCO)C(=O)O1.C1CCOC1.C1CCOC1.C1CCOC1

Results of the Mulliken charge analysis, in e, for atoms 1 through 5: number 1, O, carries -0.4569; number 2, C, carries 0.4230; number 3, C, carries -0.6735; number 4, C, carries 0.4201; number 5, C, carries -0.7167

---

Record 3
Below is a structure of composition C18H31AuCl2N2O4 in a non-equilibrium geometry, with properties calculated with ωB97M-V with the def2-TZVPD basis set.

```
58
Properties=species:S:1:pos:R:3:forces:R:3
O 1.05653 2.27008 -1.66296 -0.9 -0.3 -5.2
C 0.99592 1.76661 -2.85345 1.5 1.9 3.1
C 1.58109 2.60809 -3.87725 0.3 0.3 -1.4
C 2.18538 3.81889 -3.49118 0.1 -0.1 0.2
H 2.09146 4.14002 -2.44847 0.1 -0.1 -0.5
C 2.94272 4.55513 -4.38934 -0.1 0.1 0.0
H 3.44930 5.44703 -4.03257 -0.1 -0.1 -0.1
C 3.07417 4.14841 -5.71949 -0.2 -0.2 0.3
H 3.66133 4.75546 -6.42247 -0.3 -0.4 0.3
C 2.44093 2.96850 -6.12355 0.0 -0.1 -0.2
H 2.55986 2.64981 -7.16033 -0.2 0.0 0.3
C 1.69816 2.19084 -5.22518 0.3 0.7 0.6
H 1.22085 1.26853 -5.52987 0.1 0.0 -0.1
H 0.71949 0.71596 -3.00353 -0.1 0.4 -0.1
C -1.83455 1.48123 -2.32966 -0.4 0.5 -0.1
C -1.12557 0.48653 -1.53284 -1.2 -1.4 1.3
H -2.92701 1.32369 -2.27469 0.3 0.0 0.0
H -1.55394 1.47400 -3.38379 0.0 0.1 -0.1
H -1.61994 2.47192 -1.90281 -0.1 -0.1 -0.2
C -1.51534 -0.41320 -0.64174 0.2 0.0 0.1
C -2.91791 -0.90188 -0.30656 -0.3 0.1 -0.3
H -0.78357 -0.87204 0.02739 0.1 0.0 -0.2
H -3.66088 -0.62255 -1.07067 0.2 -0.1 0.3
H -3.25299 -0.50020 0.66751 0.2 -0.1 -0.4
H -2.92521 -2.00077 -0.21027 0.1 0.4 -0.1
Au 1.19778 1.06451 -0.09546 0.1 -0.9 2.4
Cl -0.00900 2.60173 1.23262 -0.5 0.5 0.1
Cl 2.64088 -0.34648 -1.25343 0.5 -0.7 -0.7
C -1.90263 0.36351 3.40810 0.7 -0.4 -0.4
O -1.08831 -0.50940 3.10609 -0.9 0.7 0.3
N -2.74062 0.29443 4.46892 -0.2 0.0 0.2
C -2.65647 -0.82039 5.39720 -0.1 0.1 0.0
C -3.67412 1.36178 4.79708 0.2 -0.1 -0.1
H -1.99411 1.30600 2.82609 0.0 -0.3 0.1
H -1.95546 -1.55632 4.99869 -0.1 0.1 0.1
H -3.64873 -1.26815 5.52952 0.1 0.0 -0.1
H -2.31936 -0.46987 6.38191 0.0 -0.1 -0.2
H -3.66512 2.09855 3.98431 -0.1 -0.1 0.3
H -3.39214 1.85572 5.73923 0.0 -0.1 -0.2
H -4.68945 0.95934 4.91913 0.2 0.1 -0.1
H 0.58702 -5.77274 1.69916 -0.1 0.2 -0.1
H 2.79239 -5.45114 -0.23091 -0.2 0.1 -0.1
C 0.12068 -5.14241 0.92795 0.1 0.0 0.0
C 1.96891 -4.89892 -0.70961 0.1 0.2 0.1
N 1.09726 -4.27977 0.28006 0.1 0.0 0.2
H -0.68003 -4.54920 1.37504 0.2 0.0 -0.1
C 1.40210 -3.04977 0.73463 -0.4 0.3 0.4
O 0.84307 -2.48109 1.69110 0.5 -0.8 -1.0
H 2.39122 -4.10336 -1.33067 0.0 -0.3 0.0
H 2.19219 -2.55522 0.13455 -0.3 0.0 0.3
H -0.28221 -5.80597 0.15501 -0.1 0.1 0.2
H 1.38377 -5.59573 -1.31821 0.2 0.2 0.0
C 1.83068 0.52705 2.94308 0.0 0.3 0.5
O 1.79477 -0.06194 1.64645 0.0 -0.7 0.3
H 1.57704 1.59811 2.82721 0.2 -0.7 0.3
H 2.85458 0.40519 3.35716 -0.6 0.1 -0.1
H 1.07018 0.03507 3.57490 0.5 0.3 -0.2
H 1.39295 -0.98321 1.70088 0.0 0.4 0.0
```
Forces are in eV/Å.

Properties
energy relative to the best compared isomer or geometry (same formula, charge and spin): 0.0 kcal/mol
molar mass: 607.33 g mol⁻¹
E_HOMO (spin up / spin down): -6.964 / -8.598 eV
spin multiplicity: 3
⟨S²⟩: 2.015

Results of the Mulliken charge analysis, in e, for atoms 1 through 5: number 1, O, carries -0.4679; number 2, C, carries -0.1830; number 3, C, carries 0.3920; number 4, C, carries -0.2811; number 5, H, carries 0.3789

---

Record 4
Below is a structure of composition C18H31BEuN9O2 in a non-equilibrium geometry, with properties calculated with ωB97M-V with the def2-TZVPD basis set.

```
62
Properties=species:S:1:pos:R:3:forces:R:3
Eu -0.65501 0.19243 -0.54082 1.3 0.2 -0.2
C 4.18016 1.12816 -0.38191 -0.9 0.4 1.0
C 3.07696 0.39515 -0.85145 0.0 1.4 1.2
N 1.93481 0.82608 -0.25974 -0.3 0.0 0.1
N 2.28385 1.85617 0.61252 0.0 -1.0 -1.1
C 3.61322 2.03158 0.55518 0.8 0.0 -1.1
B 1.22730 2.79207 1.25907 -0.6 1.2 -1.2
N 0.28081 2.00259 2.23748 -0.1 -1.1 1.1
C -0.00724 2.33090 3.52134 -0.9 -1.7 0.1
C -0.79945 1.26308 4.10929 0.4 0.6 -0.7
C -0.93333 0.33133 3.06793 1.2 1.1 -0.6
N -0.24277 0.72579 1.94706 -0.5 1.3 0.3
N 0.27158 3.45425 0.08371 -0.7 -1.3 -0.8
C -0.00593 4.73948 -0.18164 -0.8 -0.8 -1.9
C -0.96649 4.80355 -1.25599 1.5 0.0 1.5
C -1.21244 3.47652 -1.55870 -0.4 0.7 -0.2
N -0.49612 2.64922 -0.80149 0.8 -0.3 1.7
H 5.22593 1.01101 -0.66270 -0.5 0.2 0.1
H 3.10957 -0.34931 -1.61871 -0.4 -0.4 -0.1
H 4.07950 2.88516 1.05349 -0.2 -0.6 0.0
H 1.75184 3.81728 1.70056 -0.3 -1.1 0.3
H 0.37917 3.25465 3.97432 -0.3 -0.6 -0.4
H -1.24019 1.15893 5.13051 0.6 0.4 -1.2
H -1.42875 -0.62845 2.99692 -0.1 0.1 0.4
H 0.59005 5.52594 0.23738 -0.1 0.2 0.4
H -1.32638 5.69851 -1.73806 -0.1 -0.1 0.1
H -1.93105 3.11489 -2.29423 0.4 -0.1 0.1
N -0.87156 -0.20255 -3.22852 0.8 -0.4 1.3
C -2.12276 -0.12940 -4.00873 -0.1 -0.2 -0.7
C -3.11984 -1.24358 -3.61636 0.5 -0.3 0.0
C -4.30894 -0.80936 -2.78193 -0.2 1.0 0.2
C -4.02421 0.15550 -1.61268 -1.9 0.2 -0.1
N -3.16152 -0.44210 -0.57794 0.9 -1.2 0.3
H -0.18249 0.44444 -3.62698 -0.1 -0.4 0.0
H -0.45872 -1.16135 -3.21470 -0.4 0.9 -0.5
H -1.90888 -0.18059 -5.08494 0.1 -0.2 0.3
H -2.49794 0.88624 -3.87474 -0.4 -0.1 0.2
H -2.56152 -2.03394 -3.03974 -0.3 0.4 -0.9
H -3.57046 -1.68517 -4.53623 0.7 0.0 0.7
H -4.81038 -1.70368 -2.43151 -0.2 -0.1 0.3
H -5.01456 -0.31186 -3.45255 -0.1 0.1 0.2
H -5.00308 0.47890 -1.14751 1.0 -0.5 -0.5
H -3.59655 1.07989 -1.97771 0.3 0.2 -0.1
H -3.02728 -1.42903 -0.86134 -0.1 0.4 0.3
H -3.64554 -0.51432 0.31875 0.0 0.2 -0.2
O -0.17458 -4.11204 -0.37097 0.5 0.8 0.3
C 0.30718 -3.07129 0.02948 -0.4 -1.7 1.0
O 0.21839 -1.92603 -0.54742 -0.2 2.0 0.2
C 1.06142 -3.16617 1.41754 -0.2 -0.8 0.1
N 1.71947 -1.92006 1.92340 0.0 0.9 -0.3
C 2.71843 -2.38357 2.97078 -0.3 -0.1 0.9
C 3.38117 -3.58958 2.30110 -0.2 0.0 -1.2
C 2.26261 -4.16641 1.33695 -0.2 1.7 0.3
H 0.35170 -3.49397 2.21759 0.4 0.3 -0.8
H 1.01918 -1.17899 2.21258 1.1 -0.7 -0.3
H 2.28252 -1.55871 1.12671 -0.6 0.3 0.5
H 2.16627 -2.61773 3.91438 0.2 0.0 -0.9
H 3.43548 -1.60765 3.24514 -0.3 0.2 -0.4
H 3.69626 -4.31449 3.04640 0.1 0.0 -0.1
H 4.28766 -3.24971 1.72033 -1.0 -0.5 0.6
H 1.88098 -5.11833 1.57552 -0.1 -1.2 0.5
H 2.51248 -4.21028 0.29452 0.8 -0.1 -0.4
```
Forces are in eV/Å.

Properties
net charge: +2
molar mass: 568.28 g mol⁻¹
E_HOMO (spin up / spin down): -14.477 / -14.487 eV
spin multiplicity: 7
⟨S²⟩: 12.012

Results of the Mulliken charge analysis, in e, for atoms 1 through 5: number 1, Eu, carries 1.7116; number 2, C, carries -0.9065; number 3, C, carries -0.4959; number 4, N, carries 0.2222; number 5, N, carries 0.0982